Record 1
The following is a DFT calculation (the ωB97M-V functional and the def2-TZVPD basis) of a molecular structure, C25H19ClHfN5OSSbSe4 at a distorted geometry.

Calculated values
**E_LUMO**: -1.8 eV
**Orbital gap**: 0.153 Eh
**Highest occupied orbital energy**: -5.912 eV
**F_max**: 3.5 eV/Å
**ΔE to the lowest compared entry with this formula, charge and spin**: 81.9 kcal/mol

Element x y z (Å)
Hf -0.716 0.471 -0.606
Cl 0.566 7.326 -0.836
C 0.024 5.703 -1.076
C -0.130 5.218 -2.377
C -0.581 3.938 -2.587
C -0.896 3.096 -1.513
O -1.347 1.873 -1.731
C -0.738 3.590 -0.189
C -1.109 2.833 0.970
N -1.632 1.636 0.946
C -1.799 0.931 2.159
C -2.000 1.539 3.379
C -1.891 0.823 4.574
C -1.520 -0.491 4.551
C -1.389 -1.165 3.319
C -0.941 -2.496 3.247
C -0.851 -3.112 2.026
C -1.218 -2.395 0.890
N -1.567 -1.117 0.886
C -1.620 -0.482 2.104
C -0.267 4.905 -0.004
H 0.107 5.863 -3.212
H -0.704 3.551 -3.590
H -0.911 3.311 1.927
H -2.210 2.600 3.414
H -2.021 1.337 5.516
H -1.318 -1.029 5.466
H -0.652 -2.999 4.160
H -0.484 -4.122 1.927
H -1.214 -2.887 -0.073
H -0.154 5.280 1.006
C 4.225 -0.508 -1.342
N 3.061 -1.368 -1.479
C 3.049 -2.715 -1.161
C 1.805 -3.176 -1.348
N 1.029 -2.083 -1.749
C 1.844 -0.974 -1.864
S 1.372 0.561 -2.399
C -0.273 -2.154 -2.221
C -0.713 -3.263 -2.927
C -1.986 -3.247 -3.461
C -2.783 -2.117 -3.297
C -2.294 -1.074 -2.551
N -1.066 -1.087 -1.995
H 4.749 -0.765 -0.422
H 3.901 0.527 -1.292
H 4.882 -0.636 -2.204
H 3.913 -3.216 -0.767
H 1.372 -4.135 -1.128
H -0.048 -4.102 -3.076
H -2.353 -4.094 -4.023
H -3.766 -2.059 -3.740
H -2.870 -0.169 -2.383
Se 4.788 1.095 2.036
Sb 2.878 -0.324 2.489
Se 1.066 0.297 0.784
Se 3.529 -2.650 2.163
Se 1.870 -0.093 4.690

Record 2
The following is a DFT calculation (the ωB97M-V functional and the def2-TZVPD basis) of a molecular structure, C56H41N8OsPS2 at a distorted geometry.

Calculated values
**E_LUMO (spin up / spin down)**: -5.3 / -8.2 eV
**Orbital gap (spin up / spin down)**: 0.257 / 0.147 Eh
**Total charge**: +2
**Highest occupied orbital energy (spin up / spin down)**: -12.245 / -12.237 eV
**F_max**: 2.8 eV/Å
**Multiplicity**: 5

Element x y z (Å)
Os -0.028 -0.273 -0.718
C -0.946 3.483 3.290
N -1.022 2.923 1.957
C -0.575 1.704 1.564
N -0.840 1.533 0.257
C -1.500 2.660 -0.173
C -1.602 3.540 0.884
C -2.066 4.935 0.868
C -3.348 5.241 0.402
C -3.752 6.553 0.254
C -2.893 7.574 0.598
C -1.629 7.293 1.105
C -1.226 5.957 1.253
C -2.004 2.920 -1.529
C -3.256 2.457 -1.896
C -3.697 2.732 -3.195
C -2.898 3.437 -4.069
C -1.649 3.900 -3.698
C -1.206 3.629 -2.425
P 0.230 0.571 2.708
C 1.751 0.290 1.784
N 1.773 0.033 0.470
C 3.069 0.031 0.065
C 3.862 0.280 1.146
N 3.028 0.452 2.224
C 3.409 0.833 3.581
C 5.348 0.389 1.186
C 5.928 1.294 0.279
C 7.310 1.335 0.152
C 8.101 0.547 0.972
C 7.522 -0.324 1.904
C 6.138 -0.419 1.969
C 3.460 -0.121 -1.347
C 2.873 0.718 -2.307
C 3.227 0.551 -3.645
C 4.132 -0.431 -4.018
C 4.745 -1.222 -3.065
C 4.416 -1.070 -1.727
C -0.808 -0.944 2.390
N -1.172 -1.427 1.241
C -2.070 -2.488 1.514
C -2.134 -2.645 2.931
N -1.373 -1.678 3.441
C -1.180 -1.451 4.881
C -2.804 -3.725 3.706
C -3.656 -3.512 4.802
C -4.248 -4.615 5.402
C -3.962 -5.892 4.967
C -3.058 -6.092 3.946
C -2.507 -5.011 3.298
C -2.841 -3.207 0.552
C -2.428 -3.194 -0.818
C -3.113 -3.895 -1.786
C -4.265 -4.595 -1.395
C -4.751 -4.585 -0.077
C -4.034 -3.945 0.906
H -0.998 2.678 4.013
H -1.776 4.166 3.480
H -0.006 4.041 3.389
H -4.005 4.422 0.138
H -4.741 6.746 -0.120
H -3.224 8.603 0.506
H -0.922 8.093 1.373
H -0.235 5.734 1.645
H -3.881 1.900 -1.223
H -4.668 2.396 -3.523
H -3.249 3.606 -5.096
H -1.056 4.466 -4.416
H -0.221 3.980 -2.136
H 4.359 1.356 3.616
H 3.432 -0.064 4.197
H 2.617 1.484 3.956
H 5.272 1.911 -0.299
H 7.765 2.003 -0.593
H 9.186 0.583 0.854
H 8.164 -0.969 2.493
H 5.692 -1.141 2.650
H 2.127 1.447 -2.067
H 2.758 1.158 -4.427
H 4.351 -0.559 -5.061
H 5.441 -2.011 -3.341
H 4.901 -1.709 -0.994
H -1.347 -2.372 5.445
H -1.872 -0.681 5.222
H -0.157 -1.106 5.060
H -3.894 -2.504 5.105
H -4.991 -4.524 6.164
H -4.430 -6.722 5.436
H -2.780 -7.079 3.597
H -1.848 -5.194 2.426
H -1.565 -2.639 -1.089
H -2.780 -3.899 -2.822
H -4.794 -5.174 -2.127
H -5.651 -5.126 0.175
H -4.389 -3.992 1.919
S 0.781 -2.166 -1.494
C 0.571 -2.094 -3.249
C 1.356 -2.828 -4.121
C 1.271 -2.616 -5.490
C 2.191 -3.310 -6.367
N 3.001 -3.749 -7.043
C 0.409 -1.637 -5.997
C -0.403 -0.923 -5.133
C -0.319 -1.136 -3.769
S -1.110 0.006 -2.668
C 0.421 -1.314 -7.403
N 0.409 -0.875 -8.469
H 2.084 -3.560 -3.761
H -1.028 -0.143 -5.526

Record 3
The following is a DFT calculation (the ωB97M-V functional and the def2-TZVPD basis) of a molecular structure, C35H38CoN4O2Si.

Calculated values
**E_LUMO (spin up / spin down)**: 0.5 / -1.3 eV
**Orbital gap (spin up / spin down)**: 0.234 / 0.194 Eh
**Highest occupied orbital energy (spin up / spin down)**: -5.904 / -6.531 eV
**F_max**: 0.7 eV/Å
**Multiplicity**: 4

Element x y z (Å)
Co -0.263 -0.122 0.475
C 0.129 -5.623 0.583
C 0.650 -4.767 -0.378
C 0.131 -3.491 -0.550
C -0.912 -3.022 0.251
C -1.429 -3.896 1.218
C -0.922 -5.177 1.377
N -1.338 -1.689 0.147
C -2.697 -1.396 0.242
C -3.766 -2.267 0.017
C -5.075 -1.804 0.090
C -5.360 -0.470 0.375
C -4.320 0.421 0.577
C -3.009 -0.041 0.513
N -1.870 0.728 0.659
N -1.936 2.038 0.801
C -0.694 2.559 0.753
C -0.499 3.952 0.888
C 0.756 4.473 0.763
C 1.846 3.617 0.514
C 1.600 2.273 0.424
N 0.379 1.727 0.540
H 0.528 -6.622 0.707
H 1.470 -5.098 -1.005
H 0.540 -2.831 -1.306
H -2.232 -3.550 1.860
H -1.342 -5.827 2.135
H -3.574 -3.303 -0.229
H -5.888 -2.497 -0.091
H -6.386 -0.131 0.428
H -4.498 1.467 0.786
H -1.368 4.566 1.077
H 0.915 5.541 0.852
H 2.849 3.999 0.398
H 2.416 1.577 0.251
C 2.274 -1.417 1.453
C 1.251 -1.843 2.472
O 0.383 -0.722 2.685
H 2.941 -2.246 1.216
H 2.859 -0.577 1.839
H 2.212 -0.662 -0.374
H 1.760 -2.115 3.400
H 0.691 -2.704 2.103
H -0.440 -1.027 3.086
C 7.100 0.595 -1.875
C 5.955 0.684 -0.852
C 5.679 2.156 -0.524
C 6.370 -0.031 0.442
Si 4.358 -0.051 -1.558
O 1.571 -1.012 0.268
C 3.528 0.970 -2.892
C 4.190 1.297 -4.082
C 3.545 1.999 -5.091
C 2.219 2.383 -4.933
C 1.543 2.067 -3.764
C 2.195 1.371 -2.754
C 4.332 -1.846 -2.059
C 5.266 -2.804 -1.641
C 5.157 -4.131 -2.032
C 4.109 -4.533 -2.849
C 3.172 -3.601 -3.274
C 3.281 -2.276 -2.882
H 8.026 0.959 -1.416
H 6.906 1.215 -2.751
H 7.276 -0.430 -2.211
H 6.614 2.643 -0.229
H 4.977 2.252 0.307
H 5.271 2.700 -1.380
H 7.211 0.504 0.896
H 6.695 -1.055 0.269
H 5.557 -0.052 1.174
H 5.217 0.986 -4.238
H 4.075 2.241 -6.004
H 1.714 2.927 -5.721
H 0.510 2.363 -3.633
H 1.651 1.152 -1.840
H 6.095 -2.516 -1.009
H 5.895 -4.851 -1.701
H 4.024 -5.568 -3.153
H 2.355 -3.905 -3.917
H 2.543 -1.560 -3.231

Record 4
The following is a DFT calculation (the ωB97M-V functional and the def2-TZVPD basis) of 2 unconnected molecules or ions with the total composition C4H9NS at a distorted geometry.

Calculated values
**E_LUMO (spin up / spin down)**: -0.3 / -0.3 eV
**Orbital gap (spin up / spin down)**: 0.282 / 0.282 Eh
**Highest occupied orbital energy (spin up / spin down)**: -7.964 / -7.963 eV
**F_max**: 3.1 eV/Å
**ΔE to the lowest compared entry with this formula, charge and spin**: 202.7 kcal/mol

Element x y z (Å)
C -0.289 -1.510 0.129
C 1.199 -0.993 0.249
C 1.349 0.626 0.099
C -0.032 1.272 0.311
N -2.581 0.282 0.381
S -1.214 0.026 -0.211
H -0.651 -1.977 -1.789
H 1.480 -1.254 1.310
H 1.887 -1.617 -0.283
H 2.142 0.844 0.881
H 1.566 0.857 -0.912
H -0.273 1.502 1.355
H -0.199 2.131 -0.299
H -3.293 -0.454 0.442
H -1.090 0.264 -1.662

Record 5
The following is a DFT calculation (the ωB97M-V functional and the def2-TZVPD basis) of 2 unconnected molecules or ions with the total composition C5H8Cl2N2 at a distorted geometry.

Calculated values
**E_LUMO (spin up / spin down)**: -0.1 / -0.5 eV
**Orbital gap (spin up / spin down)**: 0.270 / 0.219 Eh
**Highest occupied orbital energy (spin up / spin down)**: -7.436 / -6.411 eV
**F_max**: 3.5 eV/Å
**ΔE to the lowest compared entry with this formula, charge and spin**: 131.5 kcal/mol

Element x y z (Å)
C 1.778 0.853 0.284
C -0.829 -0.252 0.131
C 1.213 3.192 0.531
C -2.117 -2.211 0.902
C 2.020 -0.495 0.152
N 1.872 1.991 0.463
N -0.912 -1.408 0.574
Cl -1.898 0.734 -0.751
Cl 3.898 -0.869 0.157
H 1.898 3.867 0.195
H 1.074 3.480 1.619
H 0.270 3.132 -0.185
H -2.304 -2.986 0.169
H -3.058 -1.581 0.987
H -2.083 -2.894 1.841
H 1.523 -0.938 0.992
H 1.572 -0.922 -0.782

Record 6
The following is a DFT calculation (the ωB97M-V functional and the def2-TZVPD basis) of a single C3H2O2 molecule at a distorted geometry.

Calculated values
**E_LUMO (spin up / spin down)**: -0.9 / -0.9 eV
**Orbital gap (spin up / spin down)**: 0.270 / 0.270 Eh
**Highest occupied orbital energy (spin up / spin down)**: -8.216 / -8.215 eV
**F_max**: 4.3 eV/Å
**ΔE to the lowest compared entry with this formula, charge and spin**: 107.6 kcal/mol

Element x y z (Å)
C 0.017 0.013 -0.418
C 1.306 -0.088 0.001
C -0.830 0.557 0.881
O -0.758 1.066 -0.394
O 2.346 -0.545 0.080
H -0.436 -0.844 -0.981
H -1.646 -0.159 0.831

Record 7
The following is a DFT calculation (the ωB97M-V functional and the def2-TZVPD basis) of 2 unconnected molecules or ions with the total composition C4H8NO2 at a distorted geometry.

Calculated values
**E_LUMO (spin up / spin down)**: 4.2 / 4.1 eV
**Orbital gap (spin up / spin down)**: 0.264 / 0.257 Eh
**Total charge**: -1
**Highest occupied orbital energy (spin up / spin down)**: -3.029 / -2.872 eV
**F_max**: 4.9 eV/Å
**ΔE to the lowest compared entry with this formula, charge and spin**: 205.4 kcal/mol

Element x y z (Å)
C 1.724 0.461 0.044
C -1.315 -0.084 1.127
C -0.725 0.705 -1.076
C -1.416 -0.362 -0.340
N 2.405 -0.594 -0.192
O 3.599 -0.282 0.170
O 2.004 -1.739 -0.441
H 2.263 1.387 -0.142
H -1.331 0.960 1.524
H -1.973 -0.779 1.667
H -0.401 -0.492 1.543
H -0.553 0.847 -2.132
H -0.912 1.635 -0.607
H -2.439 -0.339 -0.654
H -0.930 -1.322 -0.491

Record 8
The following is a DFT calculation (the ωB97M-V functional and the def2-TZVPD basis) of a molecular structure, C20H46NO10S4V at a distorted geometry.

Calculated values
**E_LUMO**: -2.4 eV
**Orbital gap**: 0.104 Eh
**Highest occupied orbital energy**: -5.204 eV
**F_max**: 4.2 eV/Å
**ΔE to the lowest compared entry with this formula, charge and spin**: 235.7 kcal/mol

Element x y z (Å)
O -9.845 12.746 -12.335
V -10.224 13.624 -13.608
O -11.026 14.887 -13.197
C -14.999 11.529 -12.511
C -15.828 11.215 -13.836
C -17.287 11.877 -13.563
C -18.207 11.936 -14.806
C -17.567 12.611 -15.927
C -16.090 12.048 -16.281
N -15.260 11.837 -15.050
O -13.874 11.546 -15.285
C -15.554 13.162 -17.222
C -16.314 10.682 -17.012
C -16.090 9.746 -13.863
H -15.639 11.080 -11.751
H -14.777 12.577 -12.312
H -14.041 11.012 -12.564
H -17.140 12.885 -13.177
H -17.770 11.537 -12.648
H -19.005 12.487 -14.307
H -18.535 10.939 -15.101
H -17.358 13.664 -15.744
H -18.365 12.570 -16.669
H -15.481 14.108 -16.687
H -16.174 13.375 -18.093
H -14.587 12.886 -17.642
H -15.369 10.296 -17.394
H -17.102 10.763 -17.760
H -16.532 9.882 -16.305
H -15.372 9.309 -14.557
H -17.035 9.459 -14.324
H -16.004 9.213 -12.917
C -16.990 18.524 -13.261
C -15.648 18.824 -13.872
O -15.575 20.201 -14.049
C -16.922 20.659 -14.143
O -17.255 21.785 -14.492
O -17.733 19.651 -13.747
H -17.103 18.428 -12.181
H -17.384 17.592 -13.665
H -15.465 18.388 -14.854
H -14.877 18.519 -13.164
C -11.147 14.836 -7.027
S -9.928 15.441 -5.804
O -9.088 16.480 -6.532
C -11.078 16.301 -4.723
H -12.006 14.307 -6.615
H -10.590 14.015 -7.478
H -11.447 15.574 -7.771
H -10.510 16.932 -4.039
H -11.672 15.512 -4.262
H -11.759 16.900 -5.328
C -4.638 11.611 -14.977
S -5.764 11.210 -16.405
O -7.075 11.767 -15.844
C -5.293 12.481 -17.677
H -3.620 11.863 -15.275
H -4.525 10.716 -14.365
H -4.933 12.445 -14.340
H -5.988 12.447 -18.516
H -4.404 12.211 -18.246
H -5.304 13.519 -17.342
C -7.409 18.517 -12.194
S -6.417 16.971 -12.497
O -7.052 16.154 -13.644
C -4.912 17.788 -13.316
H -8.393 18.235 -11.818
H -7.542 19.095 -13.109
H -6.836 19.122 -11.491
H -5.167 18.110 -14.325
H -4.056 17.173 -13.594
H -4.535 18.589 -12.680
C -8.587 17.689 -18.079
S -9.614 16.282 -18.625
O -10.242 15.609 -17.336
C -11.015 17.304 -19.286
H -9.082 18.161 -17.230
H -8.404 18.418 -18.867
H -7.648 17.334 -17.654
H -11.682 16.661 -19.859
H -10.741 18.229 -19.794
H -11.544 17.587 -18.376

Record 9
The following is a DFT calculation (the ωB97M-V functional and the def2-TZVPD basis) of 3 unconnected molecules or ions with the total composition C2H2NO2S2 at a distorted geometry.

Calculated values
**E_LUMO**: 3.1 eV
**Orbital gap**: 0.268 Eh
**Total charge**: -1
**Highest occupied orbital energy**: -4.159 eV
**F_max**: 2.3 eV/Å
**ΔE to the lowest compared entry with this formula, charge and spin**: 7.3 kcal/mol

Element x y z (Å)
C 2.714 0.909 -0.014
C 0.232 -1.294 -0.082
N 1.875 0.089 -0.077
O -0.659 -0.575 -0.299
O -3.286 0.759 0.037
S 0.934 -2.662 0.196
S 3.862 2.015 0.096
H -2.379 0.891 -0.260
H -3.292 -0.131 0.403

Record 10
The following is a DFT calculation (the ωB97M-V functional and the def2-TZVPD basis) of a single C5H6O2 molecule.

Calculated values
**E_LUMO**: 0.9 eV
**SMILES**: C#C[C@H]1CO[C@H]1O
**Orbital gap**: 0.400 Eh
**Highest occupied orbital energy**: -10.010 eV
**F_max**: 0.5 eV/Å
**ΔE to the lowest compared entry with this formula, charge and spin**: 66.4 kcal/mol

Element x y z (Å)
O 1.575 -0.639 0.716
C 0.291 -0.513 1.349
C -0.123 0.580 0.341
C 1.149 0.130 -0.403
O 0.838 -0.637 -1.515
C -1.413 0.486 -0.325
C -2.499 0.439 -0.841
H 1.648 -1.084 -1.794
H -0.297 -1.435 1.276
H 0.382 -0.200 2.393
H 0.008 1.582 0.760
H 1.894 0.900 -0.641
H -3.455 0.390 -1.315

no.,energy (eV)
1,-328321.2762
2,-104071.9108
3,-92470.6366
4,-16610.6667
5,-33334.2055
6,-7232.2370
7,-9855.8802
8,-112466.1617
9,-29364.0024
10,-9374.2142